No. 1
Density functional theory data (the ωB97M-V functional and the def2-TZVPD basis) for C23H13Cl7IN2O4PSe2Ti as an isolated structure at a distorted geometry.

Atoms and positions in Å:
1 H -0.4278 1.7258 6.2268
2 H -2.4164 -0.7893 3.3670
3 C 0.6838 0.5310 3.2542
4 H -2.4240 0.4331 5.5278
5 N 1.3386 0.5792 -3.1386
6 C -0.4247 1.1778 5.2908
7 C -2.7652 3.3133 0.5585
8 Cl -1.1720 4.7529 -3.4165
9 I 2.3599 -0.2694 -7.1574
10 C 0.6908 1.2126 4.4624
11 H 2.4972 -1.1123 1.5049
12 H 0.9547 -5.7912 1.7960
13 C -2.8570 4.9020 -1.2560
14 C -1.5407 0.4538 4.8986
15 H 2.8810 0.0264 -2.0177
16 Se 2.2218 1.0900 -0.0425
17 C 3.0858 -0.3297 -4.1582
18 H 1.5380 0.6028 2.5914
19 H 4.1320 -2.9172 1.8448
20 Se -2.4077 -2.0058 0.9544
21 C -1.7090 2.6504 -0.0429
22 O -1.1039 1.5894 0.4421
23 H 4.0558 -0.7913 -4.2241
24 P -0.4282 -1.0393 1.2065
25 Cl -4.6546 5.2642 0.7447
26 H 1.5644 1.7886 4.7473
27 C 1.2997 -4.7638 1.7467
28 O -1.5698 -0.2099 -1.9509
29 C -1.7946 4.2292 -1.8808
30 C -1.1704 -2.1087 -3.4283
31 Cl -2.3353 -3.3329 -2.8341
32 Cl -3.5589 6.3030 -2.0145
33 C 2.6541 -4.4786 1.8492
34 C -1.2266 3.1112 -1.2960
35 H -0.6809 -3.9523 1.4773
36 C 0.3774 -3.7390 1.5699
37 C -3.3391 4.4443 -0.0457
38 H 0.1628 0.9838 -4.8164
39 C -0.4337 -0.2052 2.8567
40 O 0.2551 -1.3575 -1.5986
41 Cl 0.2921 -2.8953 -4.0213
42 C 2.1535 -2.1351 1.5969
43 Cl -3.3314 2.7118 2.0776
44 N 2.5367 0.0268 -2.9921
45 Ti 0.0498 0.6852 -0.8900
46 C 1.0864 0.5781 -4.4384
47 C -0.8044 -1.1544 -2.2060
48 C 3.0764 -3.1576 1.7761
49 H 3.3755 -5.2786 1.9777
50 Cl -1.9114 -1.1231 -4.7094
51 O -0.2472 2.4073 -1.8211
52 C 0.7896 -2.4119 1.4938
53 C 2.1669 0.0070 -5.1314
54 C -1.5450 -0.2316 3.6887

Computed properties:
HOMO level	-1.653	eV
energy relative to the best compared isomer or geometry (same formula, charge and spin)	163.73	kJ/mol
HOMO-LUMO gap	0.181	Ha
lowest unoccupied orbital energy	3.2700	eV
strongest force on any atom	2.6	eV Å⁻¹
charge	-2



No. 2
Density functional theory data (the ωB97M-V functional and the def2-TZVPD basis) for C23H14AuCl2F6N5O7S2 as an isolated structure at a distorted geometry.

Atoms and positions in Å:
1 H -4.1797 1.6689 -1.1254
2 O 1.1613 2.6212 -1.6618
3 C 5.6087 1.0761 -0.8972
4 H -1.5499 -1.6762 -1.3286
5 C -1.9357 -0.6663 -1.3555
6 F -1.5839 1.3905 5.9292
7 F 1.5778 -1.7266 2.1910
8 H 1.8228 -4.1463 -0.8385
9 O 0.9646 -1.6653 -1.0234
10 S -0.3821 1.0487 3.6885
11 H 5.8086 -1.0565 -0.8800
12 C 4.1416 4.5388 -0.9681
13 C -2.0161 1.5184 -1.5020
14 C 5.1507 -0.2084 -1.0194
15 C 4.7171 2.1540 -1.0461
16 H -1.6288 2.5214 -1.6239
17 N -3.2205 -0.2939 -1.1617
18 F 3.5558 -0.8864 1.8641
19 C 5.0814 3.5334 -0.9040
20 C -4.3345 -1.1824 -0.9664
21 C 0.9120 -4.0000 -1.4258
22 C -0.4375 1.7747 5.3640
23 C -7.6314 -3.7788 -0.4641
24 F -0.4027 3.1129 5.2803
25 H 6.6474 1.2744 -0.6708
26 O -0.4011 -0.3812 3.8697
27 H -5.8065 0.3778 -1.1357
28 Au 0.8738 0.3768 -1.5041
29 Cl 6.7235 3.9545 -0.6341
30 N -8.5319 -4.4866 -0.3306
31 O 2.8423 1.6144 1.5060
32 H 4.4422 5.5702 -0.8382
33 N -1.1928 0.4003 -1.5663
34 C -5.6237 -0.6783 -0.9862
35 H 0.8670 -4.7060 -2.2464
36 Cl 1.6406 5.4871 -1.2245
37 H 0.0682 -4.1453 -0.7439
38 N 1.0858 1.6010 3.2832
39 C 2.8081 4.2429 -1.1956
40 F 2.6214 -0.7379 3.8292
41 H -7.7106 -1.1337 -0.8364
42 S 1.6816 0.9224 2.0071
43 C 3.3872 1.8598 -1.3171
44 C -4.1243 -2.5395 -0.7669
45 O 0.7670 -2.3521 -3.1755
46 H -5.0366 -4.4481 -0.4538
47 H -3.1227 -2.9492 -0.7227
48 C 2.3677 2.9010 -1.4113
49 H 3.3898 -1.4223 -1.4186
50 C -5.2010 -3.3888 -0.6046
51 N 2.9640 0.5848 -1.4675
52 C 3.8048 -0.4261 -1.3128
53 O 0.6632 0.5771 1.0240
54 C 2.3815 -0.7298 2.5232
55 F 0.5925 1.3400 6.0988
56 C 0.8775 -2.5862 -1.9741
57 O -1.4696 1.6730 2.9882
58 C -6.7017 -1.5273 -0.8184
59 C -3.2755 1.0978 -1.2660
60 C -6.4984 -2.8884 -0.6323

Computed properties:
HOMO level	-8.160	eV
energy relative to the best compared isomer or geometry (same formula, charge and spin)	139.83	kJ/mol
HOMO-LUMO gap	0.180	Ha
lowest unoccupied orbital energy	-3.2596	eV
strongest force on any atom	4.5	eV Å⁻¹
charge	0



No. 3
Density functional theory data (the ωB97M-V functional and the def2-TZVPD basis) for C23H14Br2MnN7S2 as an isolated structure.

Atoms and positions in Å:
1 H -2.0338 -0.5306 4.3808
2 C -1.0896 4.1816 0.7386
3 H 1.0182 3.6387 3.3245
4 Br -1.9920 -1.5820 2.1348
5 H -1.7206 4.9181 0.2623
6 Mn -0.3360 -0.0074 -0.4635
7 C 0.9884 -2.9776 -0.9244
8 H -0.7857 0.2279 3.3386
9 N -1.7232 2.2662 -5.8907
10 H 4.5163 -3.5452 4.4939
11 C 1.3432 -4.0484 -1.7581
12 C 2.4191 -0.7531 2.9336
13 C 1.7564 -1.8583 1.0333
14 Br -2.9896 1.3311 3.0457
15 H 4.2852 -1.3927 5.6472
16 C -2.7390 1.2974 -3.7278
17 C 3.9196 -2.7637 4.0399
18 S -2.6911 0.2371 -1.2176
19 N 1.2691 1.2873 2.4895
20 H -1.0382 -3.5876 -4.1063
21 C 2.5489 -1.9612 2.2864
22 H -0.3938 5.4523 2.3354
23 H 0.9020 -5.0979 -3.5675
24 N -0.0282 -2.1640 -1.2355
25 H -1.5498 -1.7378 -2.5474
26 N -5.3095 1.0955 -3.7073
27 C -0.3532 4.4693 1.8824
28 C -2.1641 1.8396 -4.9139
29 C 0.4270 3.4816 2.4341
30 C -1.0023 2.9128 0.2109
31 H -1.5644 2.6398 -0.6713
32 C -1.8021 -0.1405 3.3991
33 N 1.7195 -2.8725 0.2468
34 C 3.2980 -2.9931 2.8178
35 H 2.9184 0.4472 4.6407
36 C 0.6329 -4.2778 -2.9131
37 C 0.4709 2.2114 1.8376
38 S -0.2287 1.0354 -2.7084
39 C 3.7877 -1.5392 4.6964
40 C -0.4398 -3.4482 -3.2176
41 N 1.1875 -0.6032 0.9546
42 C 3.0309 -0.5098 4.1484
43 N -0.2438 1.9386 0.7385
44 C -1.9585 0.8943 -2.6540
45 H 2.1717 -4.6714 -1.4541
46 H 3.3869 -3.9355 2.2939
47 C -0.7263 -2.4131 -2.3548
48 C 1.5515 0.0971 2.0754
49 C -4.1601 1.1916 -3.7063

Computed properties:
HOMO level (spin up / spin down)	-4.770 / -4.858	eV
energy relative to the best compared isomer or geometry (same formula, charge and spin)	0.00	kJ/mol
HOMO-LUMO gap (spin up / spin down)	0.233 / 0.234	Ha
lowest unoccupied orbital energy (spin up / spin down)	1.5647 / 1.5210	eV
strongest force on any atom	0.1	eV Å⁻¹
charge	-1
2S+1	6



No. 4
Density functional theory data (the ωB97M-V functional and the def2-TZVPD basis) for C23H14BrN3O5Pd as an isolated structure at a distorted geometry.

Atoms and positions in Å:
1 H 1.0717 -5.4035 2.0185
2 N -1.2041 -1.5642 -1.5992
3 C 1.5073 -3.3211 2.0396
4 O -0.5428 1.1432 1.5130
5 C 3.2637 3.4817 3.0673
6 H -2.7599 3.7262 -4.6705
7 Br -4.7720 1.9025 -5.7671
8 H 0.5208 4.8229 4.4648
9 C -2.1184 -1.1792 -2.5073
10 C -1.0906 -2.8733 -1.1867
11 Pd -0.0076 -0.3248 -0.6203
12 H -0.9461 3.3555 -2.9736
13 O -0.4471 1.2233 -1.8190
14 H -2.0392 -6.1030 -1.5905
15 C 0.8880 -4.4371 1.5635
16 C -3.4033 1.6664 -4.5232
17 H 2.1921 -3.3650 2.8742
18 C -1.3930 1.2890 -2.6624
19 H -2.8314 -1.9091 -2.8636
20 H 3.3227 1.9387 1.5758
21 C -0.2036 -3.0855 -0.0869
22 H 3.0090 5.0225 4.5229
23 C 2.5149 4.3097 3.8798
24 C -1.7349 -3.9759 -1.7118
25 H -2.3938 -3.8756 -2.5612
26 H -3.8926 -0.4065 -4.2619
27 O 5.3883 2.8669 2.3966
28 C 1.3225 2.4370 2.1924
29 H 1.7269 -1.1607 1.7427
30 C -2.2425 0.1398 -3.0230
31 O 1.3584 0.8849 0.3895
32 C -0.0022 -4.3512 0.4688
33 C 0.6311 1.4275 1.3173
34 C -2.5981 2.7666 -4.2053
35 C 1.1341 4.1879 3.8396
36 C 2.7050 2.5536 2.2140
37 H -0.5431 -6.4485 0.3237
38 C -1.5219 -5.2577 -1.1547
39 H -0.5304 3.1248 2.9719
40 C 1.2546 -2.0802 1.4221
41 N 4.7460 3.5981 3.1189
42 C 0.5435 3.2492 3.0054
43 C -0.6904 -5.4611 -0.0934
44 N 0.4388 -1.9819 0.4063
45 C -3.2354 0.3968 -3.9578
46 C -1.6091 2.5578 -3.2805
47 O 5.2139 4.4927 3.7915

Computed properties:
HOMO level (spin up / spin down)	-5.990 / -8.464	eV
energy relative to the best compared isomer or geometry (same formula, charge and spin)	76.04	kJ/mol
HOMO-LUMO gap (spin up / spin down)	0.204 / 0.202	Ha
lowest unoccupied orbital energy (spin up / spin down)	-0.4475 / -2.9551	eV
strongest force on any atom	1.0	eV Å⁻¹
charge	0
2S+1	3